1.
ORCA calculation (ωB97M-V/def2-TZVPD) on a 2-piece molecular cluster, C4H5N2 overall in a non-equilibrium geometry.

```
11
Properties=species:S:1:pos:R:3:nbo_charge:R:1
C 3.35 -0.33 0.05 0.1707
C -0.74 0.82 -0.46 -0.2392
C -1.62 0.33 0.64 0.0319
C -1.40 -1.05 0.33 0.1769
N 2.27 0.03 0.05 -0.4133
N -1.24 -0.51 -0.79 -0.1076
H 4.33 -0.75 -0.06 0.2546
H -1.17 1.83 -1.01 0.2663
H 0.28 0.75 -0.44 0.2952
H -2.64 0.85 0.83 0.2784
H -1.43 -1.96 0.86 0.2860
```

For the total energy, the calculation gives -264.47644 Ha. The calculation puts the LUMO energy at -5.188 eV. The total charge is +1. For the gap between HOMO and LUMO, the calculation gives 11.26 eV. Its relative energy (zero: lowest compared OMol25 entry of this formula, charge and spin) is 87.2 kcal/mol.

***

2.
ORCA calculation (ωB97M-V/def2-TZVPD) on an isolated ion of composition C4H5N2 and charge +1 in a non-equilibrium geometry.

```
11
Properties=species:S:1:pos:R:3:nbo_charge:R:1
C 0.92 1.41 -0.07 0.1704
N 1.28 0.27 -0.10 -0.2414
C 1.15 -1.01 -0.09 -0.1168
C -0.25 -1.42 0.15 0.1550
N -1.05 -0.49 -0.15 -0.2790
C -1.37 0.74 -0.09 -0.0214
H 1.23 2.22 0.62 0.2718
H 2.11 -1.59 -0.49 0.2972
H -0.51 -2.51 0.20 0.2799
H -1.52 1.26 0.89 0.2516
H -1.99 1.11 -0.86 0.2326
```

For the total energy, the calculation gives -264.50840 Ha. The SMILES is C#[N+]/C=C\N=C. The calculation puts the LUMO energy (spin up / spin down) at -5.500 / -5.500 eV. The total charge is +1. For the gap between HOMO and LUMO (spin up / spin down), the calculation gives 8.48 / 8.48 eV. Its relative energy (zero: lowest compared OMol25 entry of this formula, charge and spin) is 67.1 kcal/mol.

***

3.
ORCA calculation (ωB97M-V/def2-TZVPD) on C4H5N2 as an isolated structure in a non-equilibrium geometry.

```
11
Properties=species:S:1:pos:R:3:nbo_charge:R:1
C -0.19 1.75 0.05 -0.3513
C -0.85 0.87 -0.93 0.1507
C -0.34 0.89 1.03 0.5510
C -0.52 -0.50 0.80 -0.1040
N -1.02 -0.33 -0.49 -0.2616
N 1.22 -1.00 0.57 -0.6709
H 0.01 2.84 0.11 0.3258
H -1.39 1.25 -1.81 0.2665
H -0.75 -1.38 1.43 0.3352
H 1.01 -1.32 -0.40 0.3841
H 1.90 -0.29 0.68 0.3745
```

For the total energy, the calculation gives -264.39533 Ha. The calculation puts the LUMO energy (spin up / spin down) at -8.208 / -8.211 eV. The total charge is +1. For the gap between HOMO and LUMO (spin up / spin down), the calculation gives 7.11 / 7.10 eV. Its relative energy (zero: lowest compared OMol25 entry of this formula, charge and spin) is 138.1 kcal/mol.

***

4.
ORCA calculation (ωB97M-V/def2-TZVPD) on an isolated ion of composition C4H5N2 and charge +1 in a non-equilibrium geometry.

```
11
Properties=species:S:1:pos:R:3:nbo_charge:R:1
C -2.55 -0.29 0.03 0.3412
C 1.16 -0.65 -0.08 -0.2074
C 0.91 0.68 -0.75 -0.0024
C -0.45 0.93 -0.12 0.0359
N -1.45 0.05 -0.04 -0.2595
N 0.67 0.58 0.67 -0.3886
H -3.28 -1.05 0.08 0.2669
H 0.39 -1.41 -0.25 0.2319
H 2.19 -0.91 0.16 0.2478
H 1.38 1.41 -1.31 0.2706
H 1.02 0.66 1.60 0.4636
```

For the total energy, the calculation gives -264.43971 Ha. The calculation puts the LUMO energy (spin up / spin down) at -4.284 / -4.284 eV. The total charge is +1. For the gap between HOMO and LUMO (spin up / spin down), the calculation gives 9.07 / 9.06 eV. Its relative energy (zero: lowest compared OMol25 entry of this formula, charge and spin) is 110.3 kcal/mol.

***

5.
ORCA calculation (ωB97M-V/def2-TZVPD) on an isolated ion of composition C4H5N2 and charge +1 in a non-equilibrium geometry.

```
11
Properties=species:S:1:pos:R:3:nbo_charge:R:1
C 1.77 -0.17 -0.40 0.1057
C 1.41 1.05 -0.15 0.1954
C -0.63 0.17 0.12 0.4427
C 1.30 -1.28 0.15 -0.3009
N 0.17 1.21 0.19 -0.5678
N -1.84 0.24 -0.27 -0.6664
H 0.81 -1.94 -0.47 0.2393
H 1.90 -1.70 0.96 0.2645
H -0.05 1.96 0.75 0.4358
H -2.38 -0.55 -0.29 0.4189
H -2.47 1.01 -0.60 0.4330
```

For the total energy, the calculation gives -264.41216 Ha. The calculation puts the LUMO energy (spin up / spin down) at -6.244 / -6.248 eV. The total charge is +1. For the gap between HOMO and LUMO (spin up / spin down), the calculation gives 8.38 / 8.38 eV. Its relative energy (zero: lowest compared OMol25 entry of this formula, charge and spin) is 127.5 kcal/mol.

***

6.
ORCA calculation (ωB97M-V/def2-TZVPD) on an isolated ion of composition C4H5N2O and charge +1 in a non-equilibrium geometry.

```
12
Properties=species:S:1:pos:R:3:nbo_charge:R:1
C 0.37 1.43 0.23 -0.3475
C -0.34 0.50 -0.39 -0.2696
C -0.35 -0.93 -0.09 -0.0485
C 0.73 -1.74 0.09 -0.1361
N 1.96 -1.12 0.00 0.0489
N 2.47 -0.15 -0.06 0.6147
O 3.13 0.78 -0.08 -0.1117
H 0.17 2.53 -0.06 0.2686
H 0.88 1.17 1.12 0.2005
H -1.15 0.68 -1.27 0.2718
H -1.23 -1.38 -0.11 0.2385
H 0.75 -2.78 0.16 0.2701
```

For the total energy, the calculation gives -339.69303 Ha. The SMILES is C=C/C=C\N=[N+]=O. The calculation puts the LUMO energy at -5.675 eV. The total charge is +1. For the gap between HOMO and LUMO, the calculation gives 9.13 eV. Its relative energy (zero: lowest compared OMol25 entry of this formula, charge and spin) is 109.1 kcal/mol.

***

7.
ORCA calculation (ωB97M-V/def2-TZVPD) on C4H5N2O2 as an isolated structure in a non-equilibrium geometry.

```
13
Properties=species:S:1:pos:R:3:mulliken_spin:R:1
C 0.64 -1.12 -1.01 0.8311
C -0.19 -0.04 2.30 0.0325
C 0.49 0.35 -1.33 -0.1099
C -0.63 0.67 -0.33 -0.0016
N 0.04 -1.51 0.08 0.4482
N -0.69 -0.48 0.56 0.4705
O -0.68 -0.82 3.10 0.0202
O 0.32 1.05 2.26 0.0664
H 1.21 -1.69 -1.60 0.0545
H 1.50 0.87 -1.11 0.0864
H 0.14 0.45 -2.38 0.0416
H -0.47 1.50 0.41 0.0051
H -1.69 0.76 -0.94 0.0550
```

For the total energy, the calculation gives -415.29613 Ha. As for the spin multiplicity: 3. The calculation puts the LUMO energy (spin up / spin down) at 4.249 / 3.476 eV. The total charge is -1. For the gap between HOMO and LUMO (spin up / spin down), the calculation gives 4.49 / 8.30 eV. Its expectation value of S² is 2.007. Its relative energy (zero: lowest compared OMol25 entry of this formula, charge and spin) is 0.0 kcal/mol.

***

8.
ORCA calculation (ωB97M-V/def2-TZVPD) on an isolated ion of composition C4H5N2O2 and charge +1 in a non-equilibrium geometry.

```
13
Properties=species:S:1:pos:R:3:nbo_charge:R:1
C 1.18 -0.43 0.90 -0.3461
C 1.50 -0.42 -0.43 -0.0545
C -0.13 -0.13 1.25 0.5605
C 0.39 -0.12 -1.38 0.4867
N -0.30 0.99 -0.87 -0.0511
N -1.13 -0.56 1.79 -0.6593
O 0.28 -0.49 -2.52 -0.4528
O -1.42 1.39 -1.51 -0.4671
H 2.05 -0.43 1.49 0.2917
H 2.35 -0.52 -0.99 0.2617
H -1.25 -1.46 2.37 0.4521
H -2.07 -0.11 1.75 0.4561
H -1.46 2.29 -1.84 0.5221
```

For the total energy, the calculation gives -414.92155 Ha. The calculation puts the LUMO energy (spin up / spin down) at -6.238 / -6.597 eV. The total charge is +1. For the gap between HOMO and LUMO (spin up / spin down), the calculation gives 7.81 / 7.62 eV. Its relative energy (zero: lowest compared OMol25 entry of this formula, charge and spin) is 112.3 kcal/mol.

***

9.
ORCA calculation (ωB97M-V/def2-TZVPD) on an isolated ion of composition C4H5N2O2S and charge -1 in a non-equilibrium geometry.

```
14
Properties=species:S:1:pos:R:3:nbo_charge:R:1
C -1.82 -0.61 0.27 -0.4086
N -0.49 -0.12 -0.14 -0.4330
C -0.18 1.15 0.03 0.2770
S -1.19 2.43 0.04 -0.3612
N 1.21 1.32 -0.05 -0.6481
C 1.92 0.17 -0.12 0.6385
O 3.10 0.17 -0.27 -0.6135
C 0.81 -1.07 -0.18 0.2837
O 0.88 -1.95 0.67 -0.8049
H -1.86 -1.28 1.07 0.2045
H -2.43 0.19 0.29 0.2157
H -2.09 -1.16 -0.54 0.1841
H 1.50 2.24 0.19 0.4067
H 0.64 -1.49 -1.28 0.0590
```

For the total energy, the calculation gives -813.64223 Ha. The SMILES is CN1C(=S)NC(=O)[C@H]1[O-]. The calculation puts the LUMO energy at 3.404 eV. The total charge is -1. For the gap between HOMO and LUMO, the calculation gives 7.35 eV. Its relative energy (zero: lowest compared OMol25 entry of this formula, charge and spin) is 25.9 kcal/mol.

***

10.
ORCA calculation (ωB97M-V/def2-TZVPD) on a 2-piece molecular cluster, C4H5N2O2S overall in a non-equilibrium geometry.

```
14
Properties=species:S:1:pos:R:3:nbo_charge:R:1
C 1.96 -0.78 0.01 -0.2199
C 1.87 1.27 -0.61 0.0967
C 0.65 -0.31 0.13 0.1280
C -1.43 -1.14 0.63 -0.5550
N 2.68 0.23 -0.51 -0.4930
N 0.64 0.95 -0.16 -0.6095
O -3.76 -0.45 -0.22 -1.0346
O -2.08 1.35 0.24 -1.0609
S -2.34 0.02 -0.46 1.4521
H 2.33 -1.87 0.10 0.1907
H 2.23 2.18 -1.11 0.1833
H -1.02 -2.03 0.15 0.2137
H -1.45 -0.91 1.74 0.2238
H -0.29 1.48 0.07 0.4846
```

For the total energy, the calculation gives -813.53296 Ha. The calculation puts the LUMO energy at 3.875 eV. The total charge is -1. For the gap between HOMO and LUMO, the calculation gives 8.16 eV. Its relative energy (zero: lowest compared OMol25 entry of this formula, charge and spin) is 94.5 kcal/mol.

***

11.
ORCA calculation (ωB97M-V/def2-TZVPD) on an isolated ion of composition C4H5N2O3 and charge -1 in a non-equilibrium geometry.

```
14
Properties=species:S:1:pos:R:3:nbo_charge:R:1
C 1.57 0.17 0.42 0.6620
C -0.85 0.71 0.00 -0.4943
C -1.34 -0.59 0.67 -0.2721
C 0.49 0.36 -0.58 0.2921
N -0.89 -1.78 -0.01 -0.1752
N 0.04 -1.69 -0.81 -0.1390
O 2.72 0.18 -0.05 -0.7617
O 1.23 -0.22 1.57 -0.7677
O 0.92 0.85 -1.80 -0.7176
H -1.47 1.22 -0.73 0.2100
H -0.77 1.57 0.78 0.2356
H -1.15 -0.85 1.67 0.2416
H -2.38 -0.62 0.53 0.1807
H 1.89 0.70 -1.68 0.5054
```

For the total energy, the calculation gives -490.63993 Ha. The calculation puts the LUMO energy (spin up / spin down) at 3.990 / 3.990 eV. The total charge is -1. For the gap between HOMO and LUMO (spin up / spin down), the calculation gives 7.63 / 7.63 eV. Its relative energy (zero: lowest compared OMol25 entry of this formula, charge and spin) is 34.6 kcal/mol.

***

12.
ORCA calculation (ωB97M-V/def2-TZVPD) on an isolated ion of composition C4H5N2O3 and charge -1 in a non-equilibrium geometry.

```
14
Properties=species:S:1:pos:R:3:nbo_charge:R:1
C 2.18 -0.25 -0.60 -0.6049
C 0.86 -0.36 0.14 -0.1237
C 0.45 -1.56 0.58 0.6764
O 0.43 -2.76 0.81 -0.5364
N 0.04 0.78 0.35 -0.6622
C -1.38 0.87 0.21 0.6435
O -1.76 1.98 0.62 -0.7989
N -1.87 -0.18 -0.30 -0.3848
O -3.42 -0.12 -0.39 -0.6559
H 2.52 0.68 -0.10 0.2034
H 2.21 -0.23 -1.72 0.2092
H 2.85 -1.04 -0.25 0.2102
H 0.55 1.65 0.43 0.3780
H -3.67 0.54 0.23 0.4463
```

For the total energy, the calculation gives -490.58742 Ha. The SMILES is CC(=C=O)N/C([O-])=N/O. The calculation puts the LUMO energy at 3.661 eV. The total charge is -1. For the gap between HOMO and LUMO, the calculation gives 7.03 eV. Its relative energy (zero: lowest compared OMol25 entry of this formula, charge and spin) is 67.5 kcal/mol.

***

- relative energy (zero: lowest compared OMol25 entry of this formula, charge and spin) of number 2 (C4H5N2)?
  67.1 kcal/mol